[1]
C32H38AsF5N7O8S2Zr | ωB97M-V/def2-TZVPD

```
94
Properties=species:S:1:pos:R:3:forces:R:3:mulliken_spin:R:1
C -2.4198 -0.7264 -2.5242 -0.002 -0.169 -0.093 0.000
O -1.6118 2.5251 -2.0946 -0.034 -0.017 -0.125 -0.001
H 2.0989 2.4072 -5.2959 0.028 -0.019 -0.006 0.000
C -0.0926 -2.9079 -1.6631 0.104 0.062 0.205 0.022
C -0.7545 -3.3132 -0.3420 0.093 0.063 -0.101 -0.008
H 1.2798 2.6365 -2.9909 -0.047 -0.036 0.014 0.001
H 3.0543 -5.3379 0.7707 -0.042 0.006 0.019 -0.006
C 3.8684 -1.7254 1.7552 0.051 0.048 -0.049 0.162
S -1.4590 -0.3183 -4.9091 0.039 -0.082 -0.016 0.000
H -2.6808 2.7690 0.2442 -0.062 -0.013 0.103 0.000
Zr -0.1505 -0.4003 0.4453 1.583 -0.295 0.643 0.060
C -1.4212 -1.1802 3.1924 -0.009 0.095 -0.071 0.002
C 4.7869 -2.6893 2.0242 0.053 -0.111 -0.053 -0.072
H -1.0725 5.9227 -6.4345 0.013 0.026 0.058 0.000
N -1.9466 5.4791 -6.2001 -0.050 -0.059 -0.058 0.000
C -0.8603 -1.5824 5.4575 0.023 -0.011 0.033 0.002
O -1.2211 -4.4297 -0.2194 -0.093 -0.010 0.033 -0.001
O 1.9295 -0.9962 0.6907 -0.281 0.027 -0.005 -0.086
S -4.1032 -0.9430 -3.0210 0.105 -0.030 -0.023 0.000
O -0.2463 1.1408 -0.9842 -0.274 0.336 -0.581 -0.003
As 2.6814 1.1266 -1.5749 0.368 0.307 -0.558 0.020
H 5.7128 -2.3923 2.5022 -0.018 0.038 -0.002 -0.007
H 5.4343 2.9148 -1.7027 0.003 0.013 -0.024 0.000
H -3.3647 1.6987 -4.0751 0.011 0.014 0.028 0.000
C -2.7489 3.5030 -5.0391 -0.054 0.023 -0.025 -0.001
O -1.6313 3.4209 2.1945 -0.020 0.010 0.001 0.000
O -0.7159 -2.4064 0.5893 -0.202 -0.422 0.036 -0.002
C -0.7698 3.3618 -6.3930 0.020 0.003 0.022 0.000
H 6.2464 -0.4592 -1.6723 0.008 0.001 0.022 -0.001
C -1.3615 1.8246 -1.1346 0.114 0.178 0.302 0.003
H 1.4470 -3.5396 0.3581 -0.036 0.026 0.055 0.013
H -0.8582 -2.9244 -2.4372 0.020 -0.026 -0.049 0.004
C -0.1326 -0.8711 2.8127 -0.572 -0.173 0.130 0.006
C 0.3248 2.1217 2.6129 0.036 0.081 -0.093 -0.001
F -1.1996 -1.9059 6.7197 -0.010 -0.023 0.010 0.000
H 4.2729 3.8113 -2.6833 0.011 -0.004 -0.011 0.000
O -0.1720 -0.7128 -5.4353 0.031 -0.023 -0.022 0.000
N -1.3948 -0.4461 -3.3371 -0.062 0.053 0.182 0.000
H 0.7241 3.1035 2.8739 0.033 0.005 0.026 0.000
H 0.1084 -0.9742 -2.2909 0.090 -0.075 -0.128 0.003
H 4.0774 -0.4165 -2.9750 0.011 0.017 -0.024 -0.001
C 5.3193 -0.0669 -1.2447 -0.069 0.039 -0.023 0.008
C -2.2898 1.7635 0.0956 0.347 0.192 0.017 -0.001
C -0.6669 2.0119 -6.0916 -0.022 0.019 0.089 0.000
N 0.5217 -1.5775 -1.5700 -0.487 0.099 -0.307 -0.043
C 0.7715 -0.9257 3.8448 0.114 0.102 -0.100 0.005
H -3.4055 -1.5944 0.4273 0.013 0.024 -0.005 0.000
F 1.3772 -1.2884 6.1239 0.016 -0.015 0.012 0.000
H -0.0318 3.8379 -7.0306 -0.007 -0.020 -0.016 0.000
H 1.5215 -1.6072 -1.7150 0.050 -0.005 0.245 -0.001
H -5.5270 -1.6196 -1.1201 0.025 -0.008 0.025 0.000
C 2.4017 -3.3469 0.8080 0.004 -0.040 -0.157 0.239
F -3.1044 -1.7960 4.7727 -0.014 -0.017 -0.009 0.000
C -1.8103 4.1183 -5.8638 -0.013 0.015 -0.054 0.000
H -2.4536 6.0096 -5.5088 0.055 0.024 0.036 0.000
C 3.3115 -4.3274 1.0626 0.132 0.059 0.016 -0.132
H 4.8320 4.4767 -1.1514 0.021 0.000 -0.018 0.000
H 0.1416 1.4080 -6.4813 0.009 0.026 -0.001 0.000
F 2.0645 -0.5406 3.6597 0.013 -0.011 0.020 -0.005
C 4.5501 -4.0460 1.6894 -0.096 0.017 0.018 0.451
H 5.5861 0.7450 -0.5610 0.014 -0.020 0.002 -0.005
H -3.5521 4.0933 -4.6123 0.008 -0.015 0.020 0.000
H 1.2103 2.0301 0.7870 0.198 0.004 0.020 -0.002
H 4.8657 -0.8562 -0.6436 0.015 0.009 0.017 0.001
H 5.2703 -4.8219 1.9023 0.007 0.011 -0.005 0.057
C 1.8472 1.7427 -3.2621 -0.072 0.053 -0.048 0.003
C -3.4273 -1.3242 -0.6161 0.142 -0.057 0.059 0.000
C 3.4024 2.8670 -0.9243 -0.009 0.035 0.097 0.000
H 0.6398 -3.6789 -1.9030 0.026 0.007 -0.058 -0.002
H 3.1644 1.0748 -4.8593 0.022 0.014 -0.007 0.000
H 2.0452 1.1577 1.9202 -0.035 -0.179 -0.032 0.004
H 3.5221 2.7087 -4.2990 0.022 0.003 -0.015 0.000
C 0.4490 -1.2749 5.1462 -0.021 -0.003 0.054 -0.005
H 0.2600 1.5184 3.5157 0.010 -0.022 -0.001 0.000
C -4.5208 -1.3503 -1.3948 -0.091 0.041 -0.067 0.000
H 4.0070 -0.6795 1.9763 -0.026 -0.004 0.026 0.035
H 3.7001 2.6938 0.1143 -0.041 0.014 0.017 0.000
N -1.4316 1.3410 1.1973 -0.419 -0.001 -0.198 0.000
C -1.0503 2.3476 1.9971 -0.017 -0.224 0.058 0.000
C -2.6452 2.1605 -4.7373 0.032 -0.034 -0.036 0.001
N -2.2439 -0.9493 -1.2237 -0.200 0.199 0.006 0.001
C 4.5484 3.5510 -1.6619 -0.063 -0.014 0.027 0.001
F -2.4007 -1.0850 2.2521 -0.145 -0.179 0.282 -0.001
H 4.8468 1.1628 -2.9686 -0.031 0.005 -0.045 0.000
C -1.5995 1.4128 -5.2608 0.018 0.033 -0.119 -0.001
C 4.3645 0.4203 -2.3317 0.085 -0.177 0.052 -0.008
N 2.6521 -2.0371 1.1733 -0.025 0.050 0.284 0.290
H -3.1248 1.0846 -0.0674 -0.019 0.021 -0.114 0.000
N 1.1234 1.4231 1.5978 -0.235 0.107 -0.159 0.001
H 2.5323 3.5295 -0.8917 -0.013 -0.012 0.048 -0.001
O -2.6289 -0.9547 -5.4821 -0.110 0.034 0.039 0.000
C 2.7162 1.9993 -4.4907 -0.060 -0.036 0.078 0.000
C -1.8215 -1.5297 4.4649 -0.021 -0.013 0.065 0.001
H 1.0902 0.9944 -3.5078 -0.022 0.012 0.055 -0.001
```
Forces are in eV/Å.

Summary:
2S+1: 2
<S²>: 0.7664
HOMO-LUMO gap (spin up / spin down) in eV: 4.56 / 7.35
Charge: -2
E_HOMO (spin up / spin down) in eV: -0.400 / -3.191
Energy above the lowest of the compared OMol25 structures with the same formula, charge and spin in kJ/mol: 117.3

---

[2]
C32H38BClIrN4O2S2 | ωB97M-V/def2-TZVPD

```
81
Properties=species:S:1:pos:R:3:forces:R:3:mulliken_spin:R:1
H -1.4569 5.3286 -2.3772 -0.081 0.084 -0.037 0.000
H -1.4688 -1.1110 -1.9731 -0.071 0.054 -0.080 -0.001
C -1.1258 4.5583 0.2663 0.134 -0.178 -0.134 0.001
H 4.5647 1.3660 2.5746 0.087 -0.025 0.079 0.000
H 3.0496 -3.0194 3.7354 -0.104 0.130 0.071 0.002
H -0.3969 4.1229 -3.1037 0.015 0.021 -0.106 0.000
H 0.3236 1.7362 -3.1408 -0.115 0.087 -0.079 0.005
Cl 3.9333 -0.9893 4.5458 0.192 0.068 0.183 0.002
H 4.8363 1.3318 -1.1748 0.034 -0.023 -0.088 0.000
B 0.1026 0.1001 -0.2529 -0.074 0.265 -1.044 0.020
H 5.7668 1.2526 0.3191 0.122 -0.038 0.059 0.000
N -5.5764 -1.5551 4.8856 -0.026 -0.258 0.229 -0.003
C -0.5892 4.6976 -2.1990 0.137 -0.192 0.180 -0.002
H -4.1654 -1.4919 -0.6227 -0.140 0.014 0.120 0.000
C 4.3010 -2.5214 1.1388 0.009 -0.066 0.012 -0.002
H 4.9159 2.7378 -0.1128 0.076 0.115 0.003 0.000
C 3.6441 1.6618 2.0769 -0.209 -0.038 -0.226 0.002
C -3.3821 -0.0875 2.5876 -1.424 0.212 0.443 0.016
C 1.5402 -1.5547 3.3603 0.797 -0.310 0.581 -0.003
C -2.7949 0.5487 -1.7433 0.294 0.105 -0.215 -0.015
C 4.8627 1.6516 -0.1339 -0.284 0.011 -0.025 -0.002
N -6.5294 0.9264 1.4839 -0.210 0.200 -0.224 0.000
C 3.6172 1.1794 0.6233 0.200 0.151 0.036 -0.017
H 5.0261 -3.1355 1.6529 0.094 -0.077 -0.003 0.000
C 1.1768 -2.9841 -0.9645 -0.082 -0.245 -0.084 -0.019
H 2.2204 -2.4386 5.2025 -0.080 -0.009 -0.141 0.000
H -2.8038 -2.4065 -3.5126 -0.006 -0.112 -0.013 0.000
C -1.7464 1.4377 -1.4741 -0.939 0.122 -0.124 -0.002
C 2.2945 -2.3348 -0.1782 -0.059 0.184 -0.235 0.034
H 3.1623 -4.1843 0.4381 -0.005 -0.178 0.003 0.000
H 5.2615 -0.6992 1.6922 0.084 0.053 0.092 0.000
N -0.4459 0.9108 -1.3294 -0.381 -0.301 1.552 0.049
S -2.7816 1.0578 1.4619 1.978 -1.236 0.100 -0.324
H 3.5626 2.7472 2.1131 0.080 0.090 -0.003 0.000
H 0.6557 -2.2105 -1.5361 0.082 -0.035 0.024 0.008
C -0.8345 3.7643 -1.0090 -0.026 0.183 -0.012 0.004
H -1.9718 5.2274 0.1357 -0.119 0.089 -0.002 0.000
H -1.3475 3.8789 1.0863 -0.026 0.000 0.152 0.000
H -4.9093 0.4048 -2.0427 -0.121 -0.133 -0.032 0.000
C 2.6353 -2.1444 4.2374 -0.116 0.073 -0.081 0.003
C -2.5472 -0.9299 -1.9503 -0.184 -0.140 -0.034 -0.005
H -0.3056 -2.8890 0.6031 -0.045 -0.320 -0.054 -0.001
C -3.1263 -1.3911 -3.2912 0.227 0.077 0.129 0.002
H 0.2715 5.3340 -2.0061 0.067 0.126 -0.016 0.000
C 1.7263 -4.0022 -1.9644 -0.054 0.211 -0.021 0.000
H 2.6031 0.4544 -2.4309 0.123 0.057 0.058 0.004
H -2.5477 -1.5485 0.1159 -0.220 -0.096 0.029 -0.018
H -2.7834 -0.7382 -4.0908 -0.016 0.016 -0.139 0.000
C -1.9639 2.8120 -1.3281 0.230 -0.294 0.033 0.002
H 2.4696 -3.5451 -2.6129 0.099 0.016 -0.097 0.000
H 0.6196 -4.3950 0.5895 0.039 -0.083 0.145 0.001
H 2.1905 -4.8432 -1.4575 0.050 -0.149 0.052 0.000
H 0.9176 -4.3826 -2.5847 -0.059 -0.084 -0.059 0.000
H -0.2566 5.1552 0.5336 0.056 0.101 0.070 0.000
H -4.2124 -1.3764 -3.2764 -0.155 0.003 -0.027 0.000
C 4.4294 -1.1455 1.1707 -0.019 0.108 -0.047 0.002
C -4.0776 1.0642 -1.8556 0.083 0.002 0.028 0.003
H 0.0803 3.1914 -0.8270 -0.132 0.027 -0.062 0.000
H -3.0551 -2.8109 -1.0161 -0.005 -0.156 0.021 0.002
C -4.7312 -0.2077 2.8922 1.718 0.064 -0.376 0.014
H 2.8044 1.2351 2.6192 0.051 0.058 0.151 -0.003
O 1.3280 -0.3243 3.3074 -0.598 0.787 -0.531 0.132
O 0.8620 -2.3677 2.7042 -1.087 0.054 -1.081 0.070
C -4.3092 2.4199 -1.7250 -0.035 0.019 0.006 -0.003
C 0.1516 -3.6482 -0.0452 -0.048 0.399 -0.045 0.037
Ir -0.3380 -0.5936 1.6939 -0.589 0.777 1.924 1.155
C 3.4940 -0.3277 0.5524 -0.210 0.072 -0.019 -0.006
C -3.1236 -1.7487 -0.7947 0.347 0.083 -0.057 0.038
H -0.6347 -4.1241 -0.6276 -0.079 -0.046 -0.061 0.001
N 1.4494 -0.1432 -0.7411 -0.978 -0.680 1.488 0.048
C -5.1853 -0.9762 3.9737 -0.085 -0.438 0.555 0.007
C -5.7132 0.4372 2.1267 -0.328 0.488 -0.433 0.009
C 2.4278 -0.9425 -0.1121 0.576 -0.558 0.390 -0.011
H 2.7423 1.6360 0.1475 0.110 -0.136 0.049 -0.002
C 0.5091 1.1489 -2.2617 1.417 -0.496 -0.431 0.038
C -3.2605 3.2836 -1.4752 0.013 -0.027 0.067 0.003
H -3.4548 4.3389 -1.3720 -0.035 0.179 0.023 0.000
C 1.6662 0.5055 -1.9058 -0.760 0.914 -1.059 0.014
H -5.3128 2.8042 -1.8173 -0.121 0.039 0.012 0.000
C 3.2482 -3.1101 0.4631 -0.010 0.027 0.114 0.001
S -2.1783 -1.0695 3.3397 0.931 0.144 -1.630 -0.289
```
Forces are in eV/Å.

Summary:
2S+1: 2
<S²>: 1.1685
HOMO-LUMO gap (spin up / spin down) in eV: 4.82 / 5.36
E_HOMO (spin up / spin down) in eV: -8.559 / -8.539

---

[3]
C32H38BNO2 | ωB97M-V/def2-TZVPD

```
74
Properties=species:S:1:pos:R:3:forces:R:3:lowdin_charge:R:1
H 1.2922 -0.3313 0.8734 -0.310 -0.051 0.067 0.063
C 1.1412 -0.2632 1.9497 0.081 0.002 -0.031 -0.026
H -2.4628 4.7725 1.5636 0.179 0.060 -0.006 0.081
H -2.9605 2.9926 0.3510 0.202 -0.077 -0.227 0.091
H 2.6388 -8.5625 -0.8351 0.033 0.039 -0.154 0.077
H 7.0258 -3.0362 -2.6542 -0.138 0.257 0.373 0.111
C 7.1955 -1.0022 -1.9358 -0.329 0.018 0.217 -0.061
C 5.6628 1.5817 1.3802 -0.049 0.642 0.338 0.021
H -2.3120 4.1879 -0.8015 -0.067 -0.126 0.079 0.083
H 6.4037 1.9507 0.6685 -0.199 0.000 0.239 0.083
C -0.7864 2.9370 0.0971 -0.011 0.484 0.469 -0.487
C 2.9625 -5.1681 1.2694 0.072 0.829 0.177 -0.002
H 3.0089 -5.1354 2.3619 -0.003 -0.081 -0.346 0.124
C 4.2514 -0.4523 1.5645 0.853 1.156 -0.698 0.082
O -1.0809 2.6752 2.4385 0.202 1.055 -0.432 0.025
H 4.8329 2.3013 1.4521 0.248 -0.312 -0.144 0.113
C 0.2745 0.6151 4.0357 0.286 -0.563 0.543 -0.069
H -1.0228 5.7006 1.0264 -0.179 -0.018 0.060 0.087
H 0.0272 -0.3532 4.4811 -0.070 -0.002 0.145 0.082
C 4.0956 -1.7020 0.9074 -0.493 -1.141 -0.312 -0.102
C -3.4011 1.0964 2.7077 -1.008 -0.674 0.121 -0.052
H -1.2537 5.3025 2.7406 0.013 -0.039 -0.078 0.086
C 2.7795 -5.2236 -1.5091 -0.110 0.161 0.145 -0.030
H 2.9018 -7.3277 1.1542 -0.013 0.405 -0.062 0.119
H -0.3805 1.3651 4.4698 -0.051 0.096 -0.206 0.076
C 5.6432 -2.6614 -1.0245 0.318 -0.093 -0.497 -0.010
H 5.2737 -3.6811 -0.9936 0.112 0.201 -0.176 0.105
C 0.8607 3.9382 1.8655 0.363 0.161 -0.185 -0.026
C -1.3933 4.9348 1.7192 -0.020 0.059 -0.107 -0.019
H 1.6928 -7.7551 -2.0990 0.240 0.087 0.171 0.093
H 7.9751 -0.7367 -2.6591 -0.355 -0.098 0.376 0.112
C -0.6013 3.6483 1.5399 -0.040 -0.219 -0.555 -0.488
H -2.0030 -0.5913 0.1247 -0.089 0.077 0.091 0.108
C 2.8908 -4.0056 -0.8566 0.165 0.119 0.368 -0.034
C -4.6639 0.4770 2.7351 0.392 0.120 -0.070 -0.101
H -5.3981 0.8005 3.4746 0.065 -0.153 -0.193 0.089
H 2.5858 -2.5482 2.1514 0.039 0.079 -0.103 0.118
C 2.9009 -6.3820 0.6056 -0.150 -0.074 -0.346 -0.027
H 1.4957 3.0531 1.7223 -0.192 0.110 0.029 0.081
H 7.1583 0.9520 -0.9478 0.043 -0.306 -0.184 0.107
N 5.1869 0.2903 0.9253 -1.555 -0.964 1.388 -0.041
H 0.9352 4.2636 2.9096 -0.044 -0.132 -0.105 0.089
C -2.2050 3.1609 -0.4278 -0.239 0.195 -0.059 -0.017
H -2.4011 2.4798 -1.2646 0.069 0.026 0.196 0.094
C 3.1601 -2.6783 1.2390 1.358 0.634 0.363 0.101
H 3.4543 -7.8478 -2.2492 -0.162 -0.038 0.137 0.089
H 1.3092 0.8348 4.3230 -0.107 0.089 0.240 0.072
H -3.1811 1.8940 3.4152 0.053 -0.116 -0.160 0.107
C 2.7858 -6.4225 -0.7917 -0.045 0.113 0.117 -0.259
C 0.2057 3.3798 -0.9628 0.053 0.155 -0.009 -0.026
C -4.0117 -0.9070 0.8659 0.382 0.177 0.068 -0.103
C 6.7429 -0.0522 -1.0058 0.037 -0.242 -0.219 0.002
H 0.0794 4.4477 -1.1734 0.148 -0.063 -0.026 0.085
H 1.7813 -0.8713 2.5814 0.252 -0.019 0.133 0.013
C 0.2281 0.5048 2.5502 -0.752 0.575 -0.905 -0.182
H -5.9322 -1.0397 1.8556 0.196 0.141 -0.039 0.086
C 5.1232 -1.7108 -0.1556 0.295 0.595 -0.182 -0.087
H 1.2323 3.1794 -0.6469 -0.072 0.062 -0.029 0.073
O -0.5777 1.5695 0.3687 0.630 0.955 -0.340 0.037
H 2.8798 -3.0790 -1.4290 -0.034 -0.194 0.126 0.132
B -0.9400 1.4060 1.7584 -0.697 -2.242 0.947 -0.852
C -2.7477 -0.2943 0.8612 -1.031 -0.637 0.089 -0.055
C 3.0140 -3.9412 0.5540 -0.402 -1.149 -0.892 -0.200
C 5.7236 -0.4315 -0.1435 0.244 -0.820 -0.318 -0.157
H -4.2345 -1.6692 0.1189 -0.078 0.089 0.192 0.086
H 3.7187 -0.0780 2.4346 0.087 0.003 -0.282 0.144
C 6.6539 -2.3002 -1.9346 -0.130 0.239 0.347 -0.056
H 2.6660 -5.2613 -2.5947 0.022 0.106 0.312 0.126
C 2.6339 -7.7209 -1.5316 0.026 -0.174 0.002 -0.046
H 6.1233 1.4930 2.3758 -0.082 -0.047 -0.400 0.112
H 1.2377 4.7550 1.2380 0.087 -0.110 0.042 0.079
C -4.9620 -0.5424 1.8257 0.095 0.160 -0.061 -0.126
C -2.4406 0.6802 1.7964 1.379 0.401 0.349 -0.088
H 0.0204 2.8237 -1.8873 -0.014 0.043 0.082 0.086
```
Forces are in eV/Å.

Summary:
2S+1: 1
HOMO-LUMO gap in eV: 3.95
E_HOMO in eV: -6.587
Energy above the lowest of the compared OMol25 structures with the same formula, charge and spin in kJ/mol: 103.1

---

What did we get for calculated total energy? Answer: -157993.1622; -81563.2738; -40061.1780 eV, in the order shown.